[1]
A molecular structure, C8H11BF4NOTl, computed with the ωB97M-V functional and the def2-TZVPD basis.

The value obtained for the highest occupied orbital energy is -0.3691 Ha. The value obtained for the HOMO-LUMO gap is 0.3700 Eh. The LUMO energy is 0.02 eV.

Cartesian coordinates (Å):
Tl (-1.528, 0.954, 1.968)
O (-2.289, -1.294, 0.634)
C (-1.446, -1.577, -0.470)
C (-0.276, -2.489, -0.097)
C (0.678, -1.875, 0.941)
C (1.373, -0.662, 0.396)
C (2.564, -0.767, -0.316)
C (3.137, 0.380, -0.842)
C (2.503, 1.597, -0.639)
C (1.330, 1.614, 0.096)
N (0.791, 0.516, 0.610)
H (-2.686, -2.112, 0.952)
H (-1.097, -0.608, -0.823)
H (-2.028, -2.050, -1.269)
H (0.278, -2.719, -1.010)
H (-0.669, -3.430, 0.302)
H (1.409, -2.637, 1.222)
H (0.105, -1.591, 1.825)
H (3.035, -1.730, -0.451)
H (4.064, 0.324, -1.395)
H (2.907, 2.512, -1.040)
H (0.787, 2.531, 0.285)
F (-2.157, 3.925, -1.141)
B (-2.622, 3.064, -0.209)
F (-2.131, 3.404, 1.082)
F (-3.976, 2.967, -0.175)
F (-2.059, 1.752, -0.435)

[2]
A gas-phase ion, C8H11BrNO (charge +1), computed with the ωB97M-V functional and the def2-TZVPD basis.

The value obtained for the highest occupied orbital energy is -0.4900 Ha. The value obtained for the HOMO-LUMO gap is 0.3643 Eh. The LUMO energy is -3.42 eV. Its charge is +1.

Cartesian coordinates (Å):
O (-0.786, -3.642, -1.939)
C (-0.657, -2.586, -1.489)
C (0.499, -1.558, -1.569)
N (0.041, -0.962, -0.295)
C (0.054, 0.576, -0.079)
C (1.457, 1.184, 0.150)
C (1.239, 2.288, 1.043)
C (0.054, 2.198, 1.704)
C (-0.759, 1.042, 1.281)
Br (-2.709, 1.654, 1.010)
C (-1.277, -1.694, -0.363)
H (1.439, -2.082, -1.573)
H (0.538, -0.917, -2.458)
H (0.540, -1.505, 0.432)
H (-0.334, 1.083, -0.854)
H (1.906, 1.473, -0.779)
H (2.043, 0.384, 0.653)
H (1.904, 3.104, 1.292)
H (-0.452, 2.987, 2.176)
H (-0.791, 0.344, 2.082)
H (-2.134, -1.235, -0.894)
H (-1.812, -2.136, 0.468)